[1]
{
  "formula": "CH7NS2",
  "method": "ωB97M-V/def2-TZVPD",
  "energy_ev": -24310.1949,
  "relative_energy_ev": 1.020,
  "lumo_ev": 0.23,
  "smiles": "CN.SS",
  "fmax_ev_per_a": 2.443,
  "species": ["S", "S", "H", "H", "C", "N", "H", "H", "H", "H", "H"],
  "coordinates": [[-2.636661, 1.055959, -0.156702], [-2.610291, 0.267086, -2.123453], [-2.048561, 2.232120, -0.451746], [-3.727466, 1.009981, -2.494099], [1.904159, -1.106238, 0.851743], [0.897674, -0.229819, 0.226735], [2.210907, -0.739889, 1.867756], [1.397817, -2.163548, 0.885597], [2.919222, -1.029806, 0.347599], [1.427462, 0.633270, 0.013786], [0.265738, 0.070885, 1.032779]],
  "forces_ev_per_angstrom": [[0.137, -0.180, -0.753], [-1.038, 1.180, 0.647], [-0.003, -0.163, 0.084], [0.911, -0.818, 0.063], [0.301, -1.003, 0.597], [0.103, 1.488, 1.535], [-0.643, -0.674, -0.380], [1.689, 1.763, 0.085], [-1.511, -0.721, -0.119], [-0.729, -0.380, -0.095], [0.783, -0.493, -1.663]],
  "nbo_charge": [-0.138, -0.123, 0.126, 0.136, -0.427, -0.823, 0.167, 0.197, 0.194, 0.341, 0.349]
}

[2]
{
  "formula": "C19H43Cl16F3N2O5P2",
  "method": "ωB97M-V/def2-TZVPD",
  "energy_ev": -260707.0018,
  "lumo_ev": 0.28,
  "smiles": "CC(C)[C@@H](C)COP(N)(COCOCCO)(P(N)O)C(F)(F)F.ClCCl.ClCCl.ClCCl.ClCCl.ClCCl.ClCCl.ClCCl.ClCCl",
  "fmax_ev_per_a": 0.869,
  "species": ["C", "C", "C", "C", "C", "C", "O", "P", "N", "C", "O", "C", "O", "C", "C", "O", "P", "N", "O", "C", "F", "F", "F", "H", "H", "H", "H", "H", "H", "H", "H", "H", "H", "H", "H", "H", "H", "H", "H", "H", "H", "H", "H", "H", "H", "H", "H", "H", "H", "H", "C", "Cl", "Cl", "H", "H", "C", "Cl", "Cl", "H", "H", "C", "Cl", "Cl", "H", "H", "C", "Cl", "Cl", "H", "H", "C", "Cl", "Cl", "H", "H", "C", "Cl", "Cl", "H", "H", "C", "Cl", "Cl", "H", "H", "C", "Cl", "Cl", "H", "H"],
  "coordinates": [[-3.446906, -0.222736, 1.859644], [-2.804185, 0.242726, 0.531283], [-2.132578, 1.596367, 0.778853], [-1.847757, -0.867212, 0.024262], [-2.651503, -2.153632, -0.293474], [-1.068039, -0.422585, -1.219520], [0.107825, -1.160909, -1.535910], [1.419093, -1.486371, -0.541500], [0.655529, -2.841693, 0.161117], [1.443004, 0.225244, 0.198006], [1.492424, 1.151753, -0.871098], [2.048071, 2.399334, -0.444443], [1.767104, 3.384172, -1.367007], [0.391321, 3.744799, -1.461391], [-0.269040, 3.122397, -2.677947], [0.339754, 3.593649, -3.871262], [3.321461, -1.953211, 0.754516], [3.690596, -3.576108, 0.309302], [2.544769, -2.185163, 2.214107], [2.449701, -1.707038, -2.143085], [2.427240, -3.001588, -2.470667], [3.720084, -1.364954, -1.957050], [2.036886, -1.035941, -3.198463], [-3.723694, 0.631375, 2.486448], [-2.738369, -0.832482, 2.436986], [-4.347304, -0.822927, 1.700390], [-3.620491, 0.348764, -0.198759], [-1.439157, 1.530193, 1.628395], [-2.899629, 2.328631, 1.053038], [-1.616604, 2.004520, -0.092517], [-1.173215, -1.094374, 0.860891], [-2.524570, -2.923771, 0.474522], [-3.721722, -1.923337, -0.346703], [-2.359622, -2.579311, -1.260012], [-1.731861, -0.573299, -2.083903], [-0.830751, 0.643827, -1.210810], [1.249100, -3.658881, 0.032736], [-0.231937, -3.047888, -0.286136], [0.567150, 0.397817, 0.845761], [2.336154, 0.307172, 0.831895], [3.138300, 2.323112, -0.408231], [1.644742, 2.633789, 0.554622], [-0.135096, 3.449717, -0.541729], [0.349079, 4.836986, -1.548034], [-1.326072, 3.421128, -2.696151], [-0.210668, 2.028711, -2.611067], [0.820964, 2.862495, -4.280912], [4.603587, -3.801764, 0.696170], [3.046031, -4.239258, 0.735326], [1.581801, -2.252630, 2.129381], [2.714959, 1.960366, -6.449222], [1.584491, 0.944356, -5.538455], [2.406337, 1.921728, -8.186840], [2.607612, 2.982926, -6.105944], [3.715591, 1.586272, -6.270461], [-5.729306, 3.771736, -0.099952], [-4.222739, 4.680227, 0.121103], [-6.055924, 2.677690, 1.245612], [-6.542831, 4.482364, -0.177954], [-5.634461, 3.181075, -1.003487], [-1.010431, 4.767984, 3.072565], [0.454741, 4.016550, 2.415853], [-1.076284, 4.686572, 4.833844], [-1.015442, 5.809102, 2.773927], [-1.865923, 4.236998, 2.674081], [7.047883, -5.301145, -0.375897], [6.092342, -6.762765, -0.643978], [6.834368, -4.660732, 1.261409], [8.094091, -5.544803, -0.513114], [6.720058, -4.543044, -1.077488], [-7.241510, -1.648237, -0.385698], [-7.168440, -0.593078, 1.029993], [-6.134943, -1.109075, -1.659185], [-6.953082, -2.648492, -0.085682], [-8.248784, -1.632173, -0.783198], [5.339250, 3.923336, -1.824111], [6.658040, 5.071256, -2.078247], [5.581572, 2.923487, -0.383049], [4.413847, 4.473808, -1.700181], [5.288185, 3.264174, -2.682089], [5.630331, -6.234549, 4.691522], [4.658102, -4.995543, 3.892999], [5.752308, -5.980941, 6.437381], [5.164337, -7.197104, 4.519947], [6.629065, -6.203159, 4.272186], [-6.810138, -0.784132, 4.575509], [-6.445493, 0.921779, 4.280759], [-8.527058, -1.063307, 4.883139], [-6.528426, -1.344693, 3.692463], [-6.248683, -1.103774, 5.444859]],
  "forces_ev_per_angstrom": [[0.044, -0.074, 0.001], [-0.034, -0.266, 0.398], [-0.218, 0.059, 0.066], [-0.274, 0.031, -0.099], [-0.017, 0.020, 0.182], [-0.262, 0.134, -0.327], [-0.318, -0.163, 0.121], [0.413, 0.003, 0.155], [-0.096, -0.110, -0.493], [0.071, 0.084, 0.179], [-0.009, 0.111, 0.108], [0.145, -0.091, -0.042], [-0.009, -0.026, 0.026], [-0.112, 0.085, 0.033], [0.040, -0.058, -0.012], [0.041, -0.116, -0.082], [-0.040, -0.335, -0.077], [0.032, 0.091, 0.322], [-0.239, 0.522, 0.134], [-0.442, 0.083, 0.284], [-0.079, -0.715, -0.064], [0.776, 0.214, 0.292], [-0.352, 0.495, -0.622], [-0.072, -0.100, -0.147], [-0.072, 0.135, -0.063], [0.127, 0.044, 0.007], [0.213, 0.160, -0.034], [0.049, 0.002, -0.206], [0.083, -0.112, 0.018], [0.008, -0.097, 0.145], [0.137, 0.178, -0.208], [-0.032, 0.076, -0.084], [0.182, -0.096, -0.083], [0.010, 0.005, 0.143], [0.113, 0.088, 0.107], [0.130, -0.240, 0.226], [0.000, 0.112, 0.337], [-0.021, 0.071, 0.088], [0.077, -0.076, -0.132], [-0.111, 0.070, -0.096], [-0.211, -0.101, 0.123], [-0.016, -0.002, -0.188], [0.060, 0.073, -0.162], [0.056, -0.158, -0.006], [0.086, -0.064, 0.066], [-0.002, 0.204, -0.060], [-0.145, 0.116, 0.169], [-0.052, -0.103, -0.194], [0.071, -0.058, -0.136], [0.173, -0.260, -0.056], [0.017, 0.029, 0.007], [0.027, 0.022, -0.026], [-0.006, -0.005, -0.006], [-0.007, -0.004, -0.006], [-0.007, -0.006, -0.005], [0.011, -0.036, -0.041], [-0.007, 0.064, -0.023], [0.057, 0.081, 0.016], [0.007, 0.005, 0.030], [0.012, 0.002, 0.006], [-0.029, -0.005, -0.024], [-0.051, 0.053, 0.081], [0.009, -0.004, 0.007], [0.010, -0.002, 0.010], [-0.029, -0.020, -0.027], [0.000, 0.030, -0.049], [0.002, -0.006, 0.003], [0.154, -0.025, -0.019], [-0.004, -0.002, 0.014], [-0.027, -0.011, 0.009], [0.048, -0.023, 0.003], [-0.108, -0.069, -0.018], [-0.041, 0.004, -0.038], [0.013, 0.007, -0.008], [-0.003, 0.035, 0.023], [-0.123, -0.021, -0.025], [-0.001, 0.000, 0.009], [0.222, 0.037, 0.016], [0.000, -0.002, -0.002], [0.017, 0.003, 0.002], [0.045, -0.047, -0.070], [-0.120, 0.065, 0.086], [-0.003, 0.007, 0.002], [-0.008, 0.007, 0.011], [-0.003, 0.005, 0.005], [0.057, -0.039, 0.008], [-0.012, 0.007, -0.017], [-0.006, 0.006, -0.008], [0.004, 0.002, -0.003], [-0.017, 0.013, 0.009]],
  "lowdin_charge": [-0.078, -0.375, -0.079, -0.333, -0.061, -0.207, -0.299, 0.735, -0.077, -0.286, -0.153, -0.259, -0.088, -0.174, -0.230, -0.074, 0.762, -0.219, -0.388, -0.719, 0.104, 0.074, 0.093, 0.058, 0.088, 0.039, 0.123, 0.082, 0.029, 0.052, 0.114, 0.081, 0.035, 0.083, 0.139, 0.076, 0.039, 0.041, 0.099, 0.058, 0.072, 0.075, 0.090, 0.134, 0.123, 0.106, -0.006, -0.080, 0.022, 0.012, -1.002, 0.582, 0.517, 0.025, 0.027, -0.996, 0.512, 0.497, 0.025, 0.026, -1.011, 0.555, 0.520, 0.027, 0.004, -1.002, 0.506, 0.517, 0.023, 0.026, -0.986, 0.529, 0.526, 0.028, 0.026, -1.018, 0.510, 0.537, 0.020, 0.026, -1.033, 0.489, 0.504, 0.024, 0.014, -1.040, 0.493, 0.510, -0.019, 0.026]
}

[3]
{
  "formula": "C7H17FI2O2P",
  "method": "ωB97M-V/def2-TZVPD",
  "energy_ev": -39825.6425,
  "relative_energy_ev": 2.763,
  "total_charge": 1,
  "lumo_ev": -5.75,
  "fmax_ev_per_a": 5.311,
  "species": ["C", "C", "I", "C", "I", "P", "F", "H", "H", "H", "H", "H", "H", "H", "C", "O", "C", "C", "O", "C", "H", "H", "H", "H", "H", "H", "H", "H", "H", "H"],
  "coordinates": [[1.764834, -4.565622, -0.550470], [1.269538, -3.040994, -0.206275], [2.440145, -1.602907, -1.448437], [-0.314722, -2.741159, -0.502619], [-0.549896, -1.219181, -2.095301], [-1.379608, -4.283935, -0.866618], [-2.064781, -4.861400, 0.671308], [1.822687, -4.794997, -1.717331], [2.888583, -4.651006, -0.160954], [1.146067, -5.418189, -0.033594], [1.549583, -2.782263, 0.923216], [-0.759652, -2.226429, 0.477671], [-2.488476, -3.857808, -1.731649], [-0.708693, -5.338500, -1.583335], [-1.699803, 3.343576, -0.829041], [-1.078434, 4.333213, -0.015574], [-1.145070, 4.010109, 1.377053], [0.188741, 3.450914, 1.882000], [0.470481, 2.175657, 1.297016], [1.420888, 2.265479, 0.241440], [-1.423607, 3.533384, -1.869815], [-1.375945, 2.335266, -0.563699], [-2.788064, 3.418741, -0.735691], [-1.966580, 3.311600, 1.578367], [-1.359574, 4.941734, 1.909545], [0.118421, 3.296773, 2.963861], [1.007310, 4.156413, 1.695906], [2.419950, 2.424141, 0.657656], [1.179382, 3.069710, -0.459944], [1.416293, 1.317679, -0.304691]],
  "forces_ev_per_angstrom": [[1.214, 0.080, -0.295], [0.431, -0.866, 0.500], [1.622, -1.427, 1.504], [0.402, 0.508, 1.802], [-2.558, -1.072, 0.368], [-1.482, 0.835, 2.730], [2.083, 1.412, -4.676], [-0.300, 0.684, 2.449], [-2.581, 0.107, -0.822], [1.040, 1.739, -0.710], [-0.867, -0.556, -2.603], [0.612, -1.286, -2.213], [0.827, -0.580, 1.163], [-0.429, 0.471, 0.827], [0.051, 0.395, -0.041], [-0.111, -0.608, 0.126], [0.522, 0.316, -0.170], [-0.534, -0.266, 0.054], [0.122, 0.269, -0.305], [-0.113, -0.092, 0.131], [-0.021, 0.106, 0.156], [0.017, -0.057, 0.094], [-0.009, -0.123, -0.034], [0.150, -0.008, -0.036], [0.017, -0.052, 0.016], [-0.004, 0.041, -0.052], [-0.142, -0.059, -0.078], [0.064, 0.054, -0.115], [0.011, -0.006, 0.087], [-0.034, 0.040, 0.146]],
  "nbo_charge": [-0.700, -0.376, 0.179, -0.757, 0.296, 1.329, -0.486, 0.240, 0.284, 0.220, 0.278, 0.327, 0.088, 0.078, -0.255, -0.547, -0.091, -0.092, -0.562, -0.255, 0.191, 0.165, 0.174, 0.174, 0.195, 0.189, 0.183, 0.176, 0.187, 0.169]
}

> Number 3 is which compound?

C7H17FI2O2P